# 1
{
  "formula": "C4H10N3",
  "method": "ωB97M-V/def2-TZVPD",
  "spin_multiplicity": 1,
  "e_homo_ev": [-14.2, -14.2],
  "relative_energy_kj_mol": 396.46,
  "e_tot_ev": -8770.490,
  "charge": 1,
  "e_lumo_ev": [-5.052, -5.054],
  "homo_lumo_gap_ha": [0.3369, 0.3369],
  "species": ["C", "C", "C", "C", "N", "N", "N", "H", "H", "H", "H", "H", "H", "H", "H", "H", "H"],
  "coordinates": [[0.83, -1.28, -0.14], [-1.08, 0.05, 0.36], [-2.47, 0.47, 0.20], [2.22, 0.67, -0.45], [-0.17, 0.76, 1.02], [-0.56, -0.91, -0.37], [1.51, -0.16, 0.45], [0.83, -2.08, 0.66], [1.28, -1.68, -1.12], [-0.08, 1.32, 1.88], [-2.38, 1.10, -0.74], [-2.70, 1.19, 1.03], [-3.23, -0.32, -0.19], [2.16, 1.69, 0.07], [1.93, 0.75, -1.47], [3.15, 0.09, -0.42], [-1.24, -1.65, -0.78]],
  "nbo_charge": [-0.119, 0.518, -0.694, -0.462, -0.508, -0.545, -0.110, 0.219, 0.246, 0.459, 0.283, 0.274, 0.278, 0.251, 0.200, 0.266, 0.444]
}

# 2
{
  "formula": "C18H16BiNPSe2Te2",
  "method": "ωB97M-V/def2-TZVPD",
  "spin_multiplicity": 1,
  "e_homo_ev": -10.4,
  "e_tot_ev": -180817.382,
  "charge": 1,
  "e_lumo_ev": -4.512,
  "homo_lumo_gap_ha": 0.2146,
  "species": ["Bi", "Se", "Te", "Te", "Se", "N", "C", "C", "C", "C", "C", "C", "P", "C", "C", "C", "C", "C", "C", "C", "C", "C", "C", "C", "C", "H", "H", "H", "H", "H", "H", "H", "H", "H", "H", "H", "H", "H", "H", "H", "H"],
  "coordinates": [[1.70, -2.97, 0.28], [4.25, -2.08, 0.05], [4.50, -2.33, 2.50], [3.16, -4.47, 3.80], [0.91, -3.62, 2.93], [-1.31, -3.03, -0.05], [-2.05, -1.83, -0.19], [-3.43, -1.88, -0.49], [-4.11, -0.69, -0.49], [-3.49, 0.49, -0.22], [-2.14, 0.57, 0.04], [-1.32, -0.58, -0.06], [0.44, -0.55, -0.03], [0.75, 0.31, -1.55], [0.98, -0.42, -2.72], [1.26, 0.24, -3.91], [1.21, 1.62, -3.98], [0.71, 2.33, -2.92], [0.45, 1.72, -1.72], [0.81, 0.56, 1.32], [0.01, 0.55, 2.43], [0.07, 1.63, 3.33], [1.07, 2.60, 3.18], [2.00, 2.52, 2.13], [1.95, 1.40, 1.25], [-1.49, -3.76, -0.77], [-1.24, -3.39, 0.90], [-3.97, -2.79, -0.74], [-5.17, -0.70, -0.72], [-4.03, 1.41, -0.34], [-1.57, 1.49, 0.24], [1.02, -1.53, -2.65], [1.48, -0.36, -4.82], [1.37, 2.13, -4.94], [0.52, 3.38, -3.03], [0.00, 2.20, -0.84], [-0.77, -0.21, 2.58], [-0.75, 1.75, 4.08], [1.03, 3.46, 3.85], [2.50, 3.44, 1.89], [2.67, 1.38, 0.39]],
  "nbo_charge": [0.981, -0.432, 0.159, 0.202, -0.457, -0.907, 0.273, -0.257, -0.147, -0.228, -0.140, -0.476, 1.080, -0.437, -0.113, -0.226, -0.164, -0.212, -0.154, -0.426, -0.180, -0.199, -0.183, -0.196, -0.180, 0.402, 0.400, 0.236, 0.231, 0.234, 0.222, 0.199, 0.235, 0.236, 0.233, 0.221, 0.231, 0.235, 0.230, 0.235, 0.240]
}

# 3
{
  "formula": "C3H5N2OS",
  "method": "ωB97M-V/def2-TZVPD",
  "spin_multiplicity": 1,
  "e_homo_ev": -14.0,
  "relative_energy_kj_mol": 457.79,
  "e_tot_ev": -19042.550,
  "charge": 1,
  "e_lumo_ev": -5.531,
  "homo_lumo_gap_ha": 0.3119,
  "species": ["C", "C", "C", "N", "N", "O", "S", "H", "H", "H", "H", "H"],
  "coordinates": [[-1.94, 0.80, 0.87], [-1.46, 0.29, 1.94], [1.30, -0.02, -1.23], [0.38, -0.67, 0.92], [0.38, -0.07, -0.10], [-1.32, -0.19, 3.12], [-0.98, 1.16, -0.55], [-2.98, 1.10, 0.70], [1.11, 1.02, -1.80], [2.27, -0.33, -0.81], [1.04, -0.64, -2.09], [-1.28, -1.20, 3.32]],
  "nbo_charge": [-0.552, 0.659, -0.479, -0.078, -0.102, -0.564, 0.400, 0.351, 0.256, 0.269, 0.269, 0.571]
}

# 4
{
  "formula": "C11H19N3",
  "method": "ωB97M-V/def2-TZVPD",
  "spin_multiplicity": 1,
  "e_homo_ev": -7.5,
  "relative_energy_kj_mol": 302.57,
  "e_tot_ev": -16181.541,
  "e_lumo_ev": 0.529,
  "homo_lumo_gap_ha": 0.2950,
  "species": ["C", "C", "C", "C", "C", "C", "C", "C", "C", "C", "C", "N", "N", "N", "H", "H", "H", "H", "H", "H", "H", "H", "H", "H", "H", "H", "H", "H", "H", "H", "H", "H", "H"],
  "coordinates": [[-1.26, -2.40, -0.42], [-0.10, -1.72, 1.64], [-1.01, -2.44, 0.93], [-0.39, 0.09, -0.49], [-0.38, 0.49, -1.94], [-1.13, 1.75, 1.02], [-2.90, 0.68, -0.57], [2.94, -1.06, 0.14], [2.40, 1.48, 0.10], [-1.63, 0.50, 0.27], [2.07, 0.06, -0.42], [-1.37, -2.33, -1.58], [0.66, -0.66, 1.40], [0.73, -0.24, 0.14], [0.21, -2.14, 2.52], [-1.60, -3.13, 1.52], [0.45, 1.15, -2.13], [-1.19, 1.14, -2.14], [-0.42, -0.51, -2.42], [-0.99, 2.61, 0.42], [-0.32, 1.56, 1.66], [-1.94, 1.89, 1.72], [-2.96, -0.06, -1.36], [-2.93, 1.79, -0.92], [-3.82, 0.46, 0.00], [2.43, -1.98, -0.08], [3.89, -1.23, -0.27], [3.07, -0.95, 1.25], [2.83, 1.37, 1.04], [1.40, 1.98, 0.02], [3.15, 1.85, -0.60], [-1.87, -0.14, 1.05], [1.96, 0.13, -1.51]],
  "nbo_charge": [0.310, 0.091, -0.604, 0.531, -0.739, -0.596, -0.619, -0.625, -0.609, -0.325, -0.037, -0.449, -0.452, -0.198, 0.199, 0.247, 0.218, 0.236, 0.298, 0.199, 0.234, 0.221, 0.242, 0.202, 0.227, 0.223, 0.218, 0.237, 0.223, 0.215, 0.214, 0.247, 0.221]
}

# 5
{
  "formula": "C6H9NO",
  "method": "ωB97M-V/def2-TZVPD",
  "spin_multiplicity": 1,
  "e_homo_ev": -8.6,
  "relative_energy_kj_mol": 873.28,
  "e_tot_ev": -9896.553,
  "e_lumo_ev": 0.902,
  "homo_lumo_gap_ha": 0.3474,
  "smiles": "C1C[C@@H]2O[C@H]2[C@@H]2N[C@@H]12",
  "species": ["C", "C", "C", "O", "C", "C", "N", "C", "H", "H", "H", "H", "H", "H", "H", "H", "H"],
  "coordinates": [[-0.70, 1.24, 0.02], [0.94, 1.33, -0.13], [1.49, -0.20, 0.28], [2.42, -1.12, -0.14], [0.99, -1.31, -0.26], [-0.67, -1.26, 0.39], [-1.83, -1.31, -0.18], [-1.11, -0.04, -0.45], [-0.91, 1.34, 1.17], [-1.07, 2.22, -0.31], [1.51, 1.98, 0.53], [0.85, 1.50, -1.21], [1.29, -0.30, 1.33], [0.77, -1.37, -1.39], [-0.76, -1.02, 1.43], [-2.72, -1.44, 0.37], [-0.49, -0.24, -1.44]],
  "nbo_charge": [-0.421, -0.414, 0.017, -0.455, 0.050, 0.019, -0.585, -0.125, 0.192, 0.225, 0.228, 0.212, 0.153, 0.165, 0.170, 0.385, 0.184]
}

# 6
{
  "formula": "C49H44N5O3",
  "method": "ωB97M-V/def2-TZVPD",
  "spin_multiplicity": 1,
  "e_homo_ev": -7.5,
  "relative_energy_kj_mol": 215.92,
  "e_tot_ev": -65109.671,
  "charge": 1,
  "e_lumo_ev": -4.789,
  "homo_lumo_gap_ha": 0.1009,
  "species": ["C", "O", "C", "C", "C", "C", "C", "C", "C", "C", "N", "C", "C", "C", "C", "C", "C", "N", "C", "C", "C", "C", "C", "C", "C", "N", "C", "C", "C", "C", "C", "C", "H", "H", "H", "H", "H", "H", "H", "H", "H", "H", "H", "H", "H", "H", "H", "H", "H", "H", "H", "H", "H", "H", "H", "C", "O", "C", "C", "C", "C", "C", "C", "N", "C", "C", "C", "C", "C", "C", "N", "C", "C", "C", "C", "C", "O", "C", "C", "C", "H", "H", "H", "H", "H", "H", "H", "H", "H", "H", "H", "H", "H", "H", "H", "H", "H", "H", "H", "H", "H"],
  "coordinates": [[-3.97, -2.26, -1.50], [-3.89, -1.64, -0.17], [-2.89, -1.86, 0.72], [-1.54, -2.28, 0.30], [-0.37, -1.49, 0.28], [0.84, -2.06, -0.11], [0.91, -3.41, -0.43], [-0.23, -4.21, -0.35], [-1.46, -3.64, -0.04], [-3.34, -1.90, 2.05], [-2.58, -1.81, 3.17], [-1.25, -2.20, 3.44], [-0.40, -1.31, 4.08], [0.95, -1.64, 4.17], [1.39, -2.90, 3.73], [0.48, -3.86, 3.28], [-0.86, -3.51, 3.15], [-3.33, -1.41, 4.25], [-4.58, -1.44, 3.85], [-5.69, -1.04, 4.73], [-7.01, -1.55, 4.75], [-7.96, -1.05, 5.66], [-7.59, -0.05, 6.58], [-6.28, 0.45, 6.58], [-5.35, -0.06, 5.69], [-4.66, -1.77, 2.50], [-5.89, -1.74, 1.77], [-6.52, -2.95, 1.53], [-7.79, -2.94, 0.96], [-8.39, -1.72, 0.61], [-7.72, -0.51, 0.85], [-6.46, -0.52, 1.45], [-5.03, -2.45, -1.68], [-3.55, -1.55, -2.24], [-3.44, -3.22, -1.57], [-0.44, -0.47, 0.65], [1.72, -1.44, -0.15], [1.85, -3.87, -0.73], [-0.21, -5.27, -0.57], [-2.38, -4.23, 0.06], [-0.79, -0.36, 4.46], [1.66, -0.92, 4.60], [2.46, -3.15, 3.77], [0.80, -4.88, 3.04], [-1.61, -4.21, 2.79], [-7.31, -2.34, 4.05], [-8.98, -1.43, 5.66], [-8.32, 0.33, 7.29], [-5.99, 1.23, 7.27], [-4.31, 0.28, 5.70], [-6.02, -3.86, 1.85], [-8.29, -3.88, 0.78], [-9.36, -1.72, 0.11], [-8.17, 0.43, 0.55], [-5.94, 0.40, 1.69], [6.57, 7.88, 0.26], [6.40, 6.49, -0.11], [5.29, 6.12, -0.79], [5.04, 4.73, -0.92], [3.88, 4.29, -1.53], [3.08, 5.27, -2.16], [3.31, 6.64, -2.08], [4.39, 7.08, -1.33], [2.09, 4.61, -2.89], [1.12, 5.31, -3.71], [2.24, 3.26, -2.78], [3.29, 2.97, -1.89], [3.54, 1.66, -1.41], [3.47, 0.51, -2.26], [2.24, -0.11, -2.49], [2.41, -1.20, -3.28], [1.35, -2.06, -3.76], [3.75, -1.37, -3.59], [4.49, -0.31, -3.01], [5.84, -0.22, -3.36], [6.39, -1.19, -4.25], [7.65, -1.19, -4.78], [8.68, -0.22, -4.57], [5.62, -2.28, -4.71], [4.29, -2.37, -4.39], [7.48, 7.91, 0.87], [6.69, 8.52, -0.62], [5.72, 8.24, 0.85], [5.75, 4.03, -0.50], [2.69, 7.37, -2.59], [4.60, 8.16, -1.22], [1.17, 6.38, -3.51], [1.35, 5.13, -4.77], [0.09, 4.97, -3.51], [1.57, 2.55, -3.24], [3.94, 1.52, -0.40], [1.28, 0.26, -2.11], [1.78, -2.84, -4.40], [0.82, -2.55, -2.93], [0.62, -1.48, -4.35], [6.46, 0.58, -2.95], [9.53, -0.63, -5.11], [8.41, 0.75, -5.00], [8.93, -0.12, -3.51], [6.11, -2.99, -5.37], [3.68, -3.19, -4.75]],
  "mulliken_charge": [-0.732, -0.380, -1.019, 0.814, -0.259, -0.755, -0.958, -0.845, -0.242, 0.477, 1.004, -0.148, -0.504, -0.506, -0.573, -0.633, 0.172, -1.263, 0.606, 0.198, -0.031, -0.696, -0.344, -0.693, -0.484, 0.411, -0.605, 0.153, -1.031, -0.439, -1.034, 0.325, 0.280, 0.263, 0.323, 0.568, 0.783, 0.526, 0.388, 0.606, 0.453, 0.381, 0.400, 0.388, 0.441, 0.392, 0.370, 0.379, 0.368, 0.441, 0.503, 0.440, 0.419, 0.407, 0.488, -0.869, -0.443, 0.548, -0.304, 0.149, 0.490, -1.140, -0.619, 0.177, -0.911, -0.704, 0.678, -0.714, 0.555, -1.044, 0.339, -0.726, 0.517, 0.286, 0.002, 0.234, -0.438, -0.766, -0.834, -1.065, 0.247, 0.346, 0.380, 0.526, 0.201, 0.374, 0.271, 0.360, 0.336, 0.648, 0.483, 0.625, 0.226, 0.172, 0.306, 0.515, 0.258, 0.310, 0.304, 0.448, 0.272]
}

Number 1: F_max 0.0710 hartree/bohr. Number 2: F_max 0.0793 hartree/bohr. Number 3: F_max 0.0806 hartree/bohr. Number 4: F_max 0.0889 hartree/bohr. Number 5: F_max 0.1479 hartree/bohr. Number 6: F_max 0.0620 hartree/bohr.